This record from the Open Molecules 2025 dataset describes a cluster of 6 separate species, C32H64Cl10N5P in total at a distorted geometry. The level of theory is ωB97M-V/def2-TZVPD.

Structure (XYZ):
```
112
Properties=species:S:1:pos:R:3:forces:R:3:lowdin_charge:R:1
C -1.576105 -0.212426 3.230954 0.1298 -0.2101 -0.1445 -0.122
C -2.437905 -0.439581 1.975782 0.6259 -0.4168 0.1638 -0.257
C -1.684867 -1.277113 0.912427 -1.2773 0.6440 -0.0689 -0.219
C -2.598186 -1.395216 -0.334846 0.6961 -0.3637 0.5960 -0.213
C -2.024957 -2.296162 -1.441461 0.0950 1.0101 -0.1543 -0.209
C -0.747778 -1.694227 -2.103676 -0.2913 -0.5062 -0.0196 -0.209
C 0.475109 -2.627635 -2.068865 0.1521 0.2996 0.4970 -0.208
C 1.191432 -2.684755 -0.690622 -0.0722 0.1823 -0.2756 -0.199
C 2.718045 -2.528845 -0.781989 -0.1837 -0.4786 0.0445 -0.257
C 3.393910 -2.202056 0.560490 -0.2940 -0.1796 -0.2814 -0.194
C 2.946298 -0.859343 1.178082 0.4898 -0.2945 0.4132 -0.211
C 4.054988 0.216790 1.190874 -0.6685 -0.0360 0.2512 -0.189
C 3.498340 1.654412 1.426503 0.8471 -0.0917 0.1698 -0.183
C 3.745207 2.629322 0.253328 -0.0275 -1.0215 -0.7022 -0.194
C 2.521538 2.804741 -0.727386 1.2410 0.0651 1.6911 -0.481
C 2.170457 1.449587 -1.184267 -0.4996 2.1649 -0.0736 -0.220
N 1.701979 0.541173 -1.689746 -0.0731 -1.3504 -0.1125 0.274
C 3.040159 3.744433 -1.897692 0.2277 0.2567 0.1898 -0.264
C 2.260270 5.006051 -2.089593 0.2448 -2.0923 0.2404 -0.245
N 1.503100 5.842299 -2.254457 -0.2772 1.2370 -0.3162 0.166
C 3.292246 3.050870 -3.242522 0.0148 0.5706 -0.2975 -0.099
C 2.047426 2.854324 -4.146302 0.2610 -1.0606 -1.1999 -0.641
N 2.165595 1.511162 -4.726913 0.0015 0.1536 0.7519 0.076
N 2.137009 3.806799 -5.278853 -0.0122 -0.1086 0.4526 0.053
N 0.772170 2.889196 -3.422598 -0.1794 0.5624 -0.3838 0.105
P 1.084061 3.600539 0.203740 -1.8081 0.8790 -1.5358 0.969
C 1.698226 4.771109 1.496595 0.2787 -0.3899 0.6024 -0.272
C -0.040666 2.320263 0.928709 0.5825 -0.2774 0.4207 -0.282
H -1.878187 0.665802 3.809601 -0.0246 -0.1274 -0.0844 0.037
H -1.580690 -1.076363 3.905279 -0.1047 0.0881 -0.1357 0.050
H -0.533819 -0.084030 2.910193 -0.1112 0.1679 0.1437 0.056
H -2.717096 0.535204 1.558130 -0.0457 -0.1841 -0.0742 0.099
H -3.353953 -0.996351 2.207266 -0.0210 0.3436 0.1624 0.103
H -1.503918 -2.279758 1.316768 0.3147 0.1263 -0.0682 0.120
H -0.749419 -0.760957 0.677130 0.0195 -0.2849 -0.0266 0.074
H -2.792473 -0.373084 -0.686023 -0.0677 -0.2070 -0.2019 0.112
H -3.545968 -1.810343 0.036697 -0.0110 0.0986 -0.2519 0.097
H -2.784596 -2.360294 -2.229365 0.0251 -0.4601 0.2305 0.086
H -1.819968 -3.282965 -1.015597 -0.1228 0.0448 -0.2218 0.060
H -0.535482 -0.726430 -1.637442 0.2506 -0.1412 -0.1529 0.073
H -0.965950 -1.503147 -3.163022 -0.0143 0.1263 0.1819 0.100
H 0.141123 -3.638288 -2.331778 0.1474 0.1416 -0.2636 0.100
H 1.204407 -2.276462 -2.808861 -0.1473 -0.1727 -0.0100 0.090
H 0.960264 -3.640114 -0.200210 0.0125 0.2209 0.1268 0.114
H 0.781310 -1.882277 -0.072242 0.0696 -0.1763 0.0240 0.065
H 2.974814 -1.794126 -1.551114 -0.1173 0.0968 0.2550 0.044
H 3.115127 -3.486394 -1.144212 0.1050 0.1909 -0.0166 0.074
H 4.480069 -2.236748 0.397286 -0.1150 0.1967 0.1731 0.105
H 3.174333 -3.017032 1.263735 0.0120 0.0886 -0.1208 0.107
H 2.685674 -1.054454 2.228537 -0.0870 0.1822 -0.1488 0.111
H 2.026426 -0.500547 0.710263 0.2306 0.0381 -0.1475 0.063
H 4.706473 -0.043663 2.033399 0.1368 0.0740 -0.2618 0.107
H 4.670721 0.169818 0.284966 -0.1867 0.0190 0.0139 0.105
H 4.031240 2.057108 2.296595 -0.2301 0.0671 -0.0728 0.108
H 2.447188 1.574322 1.717781 0.0518 0.2363 -0.1375 0.086
H 4.148039 3.593732 0.568650 -0.3468 0.0053 0.0393 0.096
H 4.530030 2.165392 -0.367568 0.0693 0.2931 0.1695 0.113
H 4.019791 4.094517 -1.546634 -0.0960 -0.1207 -0.0769 0.130
H 3.994004 3.681884 -3.799181 -0.1608 -0.0687 0.0308 0.117
H 3.806092 2.091797 -3.122120 -0.2581 0.0725 0.3835 0.116
H 3.081551 1.373618 -5.132795 -0.1345 -0.0008 -0.2321 0.080
H 1.427192 1.339927 -5.398120 0.1756 -0.0110 -0.2054 0.011
H 1.596404 3.399803 -6.040865 0.3084 0.4791 0.4420 -0.071
H 1.780001 4.726582 -5.032745 -0.0036 -0.0217 -0.0833 0.065
H 0.175331 2.130500 -3.738936 0.2842 -0.2383 0.2117 0.076
H 0.280700 3.727589 -3.721877 0.0488 0.0714 0.3868 0.072
H 1.461058 4.455666 2.520921 0.0953 -0.1050 -0.1715 0.036
H 1.189836 5.723860 1.328193 0.0418 -0.1887 -0.1154 0.027
H 2.773210 4.972959 1.459938 -0.1186 -0.1348 -0.0904 0.029
H -0.306874 2.610897 1.952443 0.1645 -0.1181 -0.0953 0.041
H -0.970880 2.280092 0.359164 0.2245 0.1229 -0.1254 0.030
H 0.393177 1.313890 0.932635 -0.1075 0.1213 0.1465 0.003
Cl -3.776636 2.043257 5.804384 0.0059 -0.0005 -0.0262 0.544
C -3.544094 1.266624 7.395683 -0.0211 0.0763 -0.1648 -0.725
C -2.624481 0.074068 7.314866 0.1206 0.0411 0.0767 -0.675
Cl -3.360599 -1.283528 6.425671 -0.0326 -0.0197 -0.0031 0.547
H -4.522961 0.994357 7.784515 0.2244 0.1914 -0.4743 -0.033
H -3.113314 2.019210 8.054736 0.0172 -0.0260 0.0001 0.073
H -2.404077 -0.287028 8.317906 -0.0651 0.0139 0.0117 0.051
H -1.685772 0.325667 6.825590 -0.0647 -0.0007 -0.0858 0.067
Cl 2.980312 -5.035633 -3.693919 -0.0082 -0.0008 0.0057 0.569
C 3.765799 -4.150690 -5.024670 -0.0070 -0.0055 -0.1093 -0.655
C 5.098067 -3.570901 -4.619338 0.1069 0.0177 -0.0946 -0.656
Cl 4.930127 -2.239106 -3.446307 0.0537 -0.0390 -0.0729 0.576
H 3.081340 -3.375912 -5.363580 -0.0015 0.0193 0.0976 0.068
H 3.910043 -4.863744 -5.835447 0.0500 0.0007 0.0243 0.070
H 5.598410 -3.158468 -5.494684 -0.0571 0.0003 -0.0187 0.070
H 5.743564 -4.327217 -4.178826 -0.0623 0.0067 0.0630 0.067
Cl 0.175788 -0.111781 -7.467597 0.0240 0.0140 0.0501 0.562
C -1.196700 0.893388 -7.997712 -0.1133 -0.0004 -0.0255 -0.653
C -0.745275 2.170198 -8.660525 -0.0842 0.0120 -0.1469 -0.631
Cl 0.022554 3.295912 -7.506014 -0.4192 -0.1099 -0.3838 0.630
H -1.820841 1.093519 -7.129776 0.0713 0.0156 0.0244 0.071
H -1.771058 0.297729 -8.705540 0.0427 0.0208 -0.0342 0.073
H -1.605377 2.688395 -9.082076 -0.0176 -0.0048 0.0648 0.074
H -0.034567 1.976369 -9.460248 0.0571 -0.0120 0.0775 0.071
Cl -2.860834 -5.580949 0.217830 0.0101 -0.0359 0.0282 0.561
C -4.616595 -5.291064 0.297252 -0.0680 0.0177 0.1084 -0.655
C -5.328319 -5.756951 -0.947771 -0.1012 -0.0496 0.0262 -0.663
Cl -4.922909 -4.759727 -2.367256 0.0206 -0.0129 -0.0127 0.547
H -4.773252 -4.228857 0.472533 0.0526 0.0063 -0.0779 0.062
H -4.989571 -5.840999 1.160318 -0.0021 -0.0400 -0.0417 0.071
H -6.405311 -5.681609 -0.803624 0.0195 0.0479 0.0294 0.071
H -5.083103 -6.790108 -1.182424 0.0724 0.0382 -0.0171 0.066
Cl -4.935342 0.119868 9.813016 -0.1739 -0.2150 0.6233 0.654
C -5.251331 0.552038 11.515474 0.0233 -0.1071 0.1699 -0.629
C -6.651583 1.073153 11.715517 -0.0548 -0.0259 0.0763 -0.665
Cl -6.890039 2.661654 10.945290 -0.0040 -0.0077 -0.0302 0.544
H -4.506023 1.283144 11.819168 -0.0296 0.0414 -0.0860 0.071
H -5.106732 -0.352204 12.105192 -0.0583 -0.0117 -0.0310 0.074
H -6.845660 1.202149 12.779280 0.0597 0.0156 -0.0030 0.073
H -7.392725 0.388325 11.310262 0.0341 0.0287 -0.0652 0.069
```
Forces are in eV/Å.

E_HOMO, eV: -7.3
LUMO level, eV: 0.6
Charge: 0
Structure (SMILES): CCCCCCCCCCCCCC[C@](C#N)([C@H](C#N)CC(N)(N)N)P(C)C.ClCCCl.ClCCCl.ClCCCl.ClCCCl.ClCCCl